This record from OMol25 describes a structure of composition C29H27Br2MoN4O3SbSe4 in a non-equilibrium geometry. The level of theory is ωB97M-V/def2-TZVPD.

Cartesian coordinates (Å):
Mo -0.476 0.699 -0.377
O -1.430 -1.978 -0.432
C -1.072 -2.401 -1.643
C -0.738 -3.760 -1.637
C -0.419 -4.433 -2.793
C -0.443 -3.752 -4.008
C -0.730 -2.402 -4.007
C -1.004 -1.653 -2.848
C -1.031 -0.194 -3.131
N -0.887 0.821 -2.366
C -0.462 2.100 -2.982
C 0.997 2.291 -2.570
N 1.072 2.089 -1.112
C 2.290 2.000 -0.636
C 2.744 2.061 0.699
C 4.057 1.552 0.965
C 4.658 1.688 2.179
C 3.961 2.397 3.219
C 2.716 2.907 3.026
C 2.012 2.772 1.746
O 0.902 3.273 1.572
H -0.736 -4.259 -0.675
H -0.156 -5.485 -2.751
H -0.211 -4.260 -4.938
H -0.698 -1.860 -4.948
H -1.024 0.029 -4.194
H -1.061 2.903 -2.568
H -0.573 2.084 -4.064
H 1.345 3.287 -2.835
H 1.614 1.551 -3.096
H 3.088 1.865 -1.386
H 4.566 1.012 0.169
H 5.643 1.269 2.359
H 4.451 2.536 4.184
H 2.178 3.429 3.808
Br 3.075 -2.693 -1.935
C 2.593 -2.224 -0.170
C 3.251 -2.830 0.925
C 2.975 -2.439 2.195
Br 3.923 -3.271 3.625
C 2.020 -1.426 2.470
C 1.692 -0.915 3.745
C 0.748 0.046 3.845
C 0.087 0.520 2.691
N 0.371 0.082 1.496
C 1.339 -0.879 1.373
C 1.638 -1.255 0.011
O 0.999 -0.651 -0.947
H 3.983 -3.605 0.746
H 2.205 -1.285 4.622
H 0.478 0.484 4.798
H -0.663 1.297 2.773
Se -4.617 3.998 1.902
Sb -2.213 4.401 2.123
Se -1.332 3.768 4.311
Se -1.476 6.509 1.176
Se -1.654 2.382 0.512
C -3.900 -0.671 1.147
C -3.454 -0.709 -0.317
C -4.085 0.467 -1.071
C -3.978 -1.995 -0.969
N -1.959 -0.641 -0.357
H -4.994 -0.725 1.223
H -3.579 0.263 1.616
H -3.461 -1.513 1.695
H -5.142 0.241 -1.255
H -3.592 0.625 -2.029
H -4.047 1.393 -0.503
H -5.064 -2.016 -0.854
H -3.567 -2.888 -0.503
H -3.743 -2.022 -2.037

- ⟨S²⟩: 2.104
- Orbital gap (spin up / spin down): 5.002 / 5.018 eV
- Net charge: -2
- Multiplicity: 3
- HOMO level (spin up / spin down): -0.054 / -0.055 hartree
- LUMO level (spin up / spin down): 3.5 / 3.5 eV
- Max |F|: 1.58 eV/Å